[1]
Below is 2 unconnected molecules or ions with the total composition CH6NPS, with properties calculated with ωB97M-V/def2-TZVPD.

The geometry in XYZ format:
```
10
Properties=species:S:1:pos:R:3:forces:R:3:lowdin_charge:R:1
H -1.6833 -0.1170 -2.0746 -0.4 0.0 -0.5 -0.052
N -1.9125 -0.3717 -1.1270 -0.3 0.1 0.9 -0.410
P -3.3654 -0.1301 -0.5548 1.1 -0.1 -0.4 0.679
H -3.0282 -0.5271 0.7781 -0.3 -0.1 0.0 -0.166
C 1.2266 0.1214 0.7236 -0.5 0.4 0.9 -0.537
S 2.5188 -0.2535 -0.4899 0.8 0.9 0.1 0.565
H 1.5621 1.0909 1.3247 -1.3 -2.2 -1.3 0.071
H 0.2369 0.1574 0.1756 1.1 0.6 0.8 -0.015
H 1.1429 -0.7842 1.3754 0.2 1.1 -0.1 0.017
H 3.3020 0.8139 -0.1312 -0.3 -0.8 -0.4 -0.152
```
Positions in Å, forces in eV/Å.

orbital gap: 8.1674 eV
lowest unoccupied orbital energy: -0.549 eV
E_HOMO: -8.7 eV
SMILES: [H]/N=P/[H].CS
charge: 0

[2]
Below is 2 unconnected molecules or ions with the total composition C5H10NO, with properties calculated with ωB97M-V/def2-TZVPD.

The geometry in XYZ format:
```
17
Properties=species:S:1:pos:R:3:forces:R:3:lowdin_charge:R:1
C 0.2661 -0.3623 -0.0618 6.3 -0.6 -1.5 -0.071
C -1.4381 1.3482 -0.0414 -0.7 2.1 1.4 -0.049
C -2.2460 0.0658 0.2750 0.4 1.5 1.4 0.055
C 0.5306 -1.8310 -0.0626 0.5 -0.1 1.4 -0.006
C 1.8865 0.9697 -0.4497 -3.2 -2.0 2.8 -0.041
N -0.8145 0.1560 0.1221 -2.5 -1.5 -1.1 -0.120
O 2.8787 0.2832 0.0374 2.7 0.2 2.7 -0.008
H -1.5966 1.5857 -1.0721 0.2 0.7 -0.4 0.130
H -1.0278 2.0973 0.6625 -1.2 -0.1 -0.4 0.148
H -2.4985 -0.1952 1.2956 -0.4 0.2 -0.2 0.132
H -2.9114 -0.1146 -0.5424 0.1 -1.0 -0.3 0.123
H 1.5164 -2.2743 -0.3807 -0.8 1.3 0.4 0.113
H -0.2217 -2.2902 -0.6563 -0.8 -0.6 -0.5 0.076
H 0.3379 -2.1312 0.9959 0.2 -0.2 -0.7 0.115
H 1.7572 0.7575 -1.4550 0.0 0.6 -2.0 0.088
H 1.5046 1.8545 0.0823 0.4 -0.2 -0.7 0.119
H 3.1828 0.5019 0.9997 -1.1 -0.3 -2.6 0.197
```
Positions in Å, forces in eV/Å.

orbital gap: 10.0552 eV
lowest unoccupied orbital energy: -3.355 eV
E_HOMO: -13.4 eV
charge: +1

[3]
Below is 2 unconnected molecules or ions with the total composition H2N2O4P, with properties calculated with ωB97M-V/def2-TZVPD.

The geometry in XYZ format:
```
9
Properties=species:S:1:pos:R:3:forces:R:3:lowdin_charge:R:1
N -0.2965 0.3399 0.5204 -0.4 0.1 -2.9 -0.052
N 1.7531 -1.5371 -0.7761 -0.3 -2.1 -0.2 -0.334
O 2.6279 -2.2213 -1.3532 -0.6 2.1 0.7 -0.179
O -2.2438 1.3644 1.5955 -1.0 1.0 0.4 -0.342
O 1.8664 -0.2845 -0.6518 1.1 -0.3 -0.7 -0.200
O -2.4098 0.9612 -1.0154 0.3 0.5 -0.1 -0.320
P -1.7257 1.0165 0.2749 0.5 -1.7 0.4 0.424
H -0.1521 0.3542 1.4709 0.7 0.0 2.5 0.011
H 0.5805 0.0067 -0.0651 -0.3 0.4 -0.1 -0.007
```
Positions in Å, forces in eV/Å.

orbital gap: 7.5869 eV
lowest unoccupied orbital energy: 3.333 eV
E_HOMO: -4.3 eV
charge: -1

[4]
Below is 2 unconnected molecules or ions with the total composition C7H16O, with properties calculated with ωB97M-V/def2-TZVPD.

The geometry in XYZ format:
```
24
Properties=species:S:1:pos:R:3:forces:R:3:lowdin_spin:R:1
C 2.0275 -1.4296 0.4718 1.1 1.6 2.5 0.001
C 1.6250 0.0348 0.7221 -3.4 -0.6 1.0 0.004
C 1.3400 0.6551 -0.6405 1.6 -1.4 -1.3 0.031
C -0.0932 0.8175 -1.0260 -3.7 -1.4 -1.6 0.072
C -2.2346 3.0643 1.4170 0.1 -2.5 -1.2 0.071
C -1.6778 1.7106 0.8560 -2.3 3.3 4.9 0.378
C -0.9580 1.8060 -0.2416 3.9 -0.8 -6.5 0.342
H 2.2889 -1.9606 1.3939 -0.7 0.0 0.1 0.001
H 1.1253 -1.8325 0.0193 0.9 -0.7 -0.8 0.000
H 3.0399 -1.3129 0.0835 -0.5 -0.8 -1.5 0.000
H 0.7038 0.0659 1.4412 0.6 -0.4 -1.6 0.002
H 2.1282 0.7441 1.3182 2.2 0.2 0.4 0.002
H 1.8266 -0.0337 -1.5125 -0.9 1.9 2.1 -0.001
H 1.7702 1.6416 -0.6357 0.5 0.4 -0.6 0.001
H -0.1537 1.1677 -2.1870 0.1 -0.7 2.8 0.009
H -0.6747 -0.2444 -0.9539 1.3 2.1 0.0 0.025
H -3.0229 2.8475 2.1132 -0.4 0.1 0.3 0.008
H -2.5287 3.7187 0.6123 -0.4 0.1 -0.4 0.009
H -1.4745 3.6235 1.9163 1.0 0.2 0.7 0.028
H -1.7330 0.9009 1.5636 -0.1 -0.7 -0.5 0.011
H -0.9074 2.6916 -0.9009 -0.8 0.2 1.2 0.007
H -0.1452 -6.0727 -1.4904 -1.5 -1.6 -2.0 0.000
H -1.5402 -6.0351 -2.1506 0.1 -0.3 -0.2 0.000
O -0.7312 -6.5683 -2.1895 1.4 1.9 2.2 0.000
```
Positions in Å, forces in eV/Å.

orbital gap (alpha / beta): 8.7327 / 4.3328 eV
lowest unoccupied orbital energy (alpha / beta): -4.541 / -8.941 eV
E_HOMO (alpha / beta): -13.3 / -13.3 eV
charge: +1
multiplicity: 2

Energy above the lowest of the compared OMol25 structures with the same formula, charge and spin for the records above, in order: 218.3; 491.8; 132.4; 252.8 kJ/mol
Strongest force on any atom for the records above, in order: 2.9; 6.5; 2.9; 7.6 eV Å⁻¹